This record from the Open Molecules 2025 dataset describes a molecular structure, C40H44BrF3MgN3O2SSb. The level of theory is wB97M-V/def2-TZVPD.

Element x y z (Å)
H1 4.270 1.471 -2.270
C1 6.182 -1.238 4.739
C2 5.781 1.122 5.003
H2 4.194 2.191 -3.891
H3 -1.723 -2.982 1.893
C3 2.685 1.311 1.267
C4 -1.709 2.345 2.798
C5 -2.192 1.067 2.171
H4 -0.737 2.226 3.285
Mg1 -0.921 0.442 -0.340
C6 5.123 -3.694 -0.527
C7 4.406 -1.473 -0.066
H5 -3.077 -2.900 3.032
C8 1.707 3.383 0.438
Br1 -2.533 6.322 -6.369
N1 1.132 0.613 -2.137
H6 6.739 -2.122 5.028
C9 3.947 1.841 1.003
C10 -2.657 2.863 -4.091
C11 5.177 -2.349 -0.822
H7 -3.873 1.896 -0.765
H8 -3.915 -1.999 -0.539
C12 5.179 -1.274 3.773
H9 -0.645 -1.420 3.718
H10 2.923 -3.679 2.003
C13 -2.904 3.815 -5.070
H11 -1.601 3.135 2.049
C14 -1.279 5.279 -4.033
C15 4.788 1.039 4.026
H12 0.500 -1.357 -5.849
H13 -3.170 1.910 -4.097
O1 -1.924 0.914 -2.196
C16 2.976 3.850 0.177
H14 -3.386 -3.110 1.307
F1 3.125 5.090 -0.376
H15 -0.795 0.204 4.373
H16 6.027 2.055 5.497
H17 0.836 3.982 0.205
H18 0.583 1.736 1.194
C17 -2.117 -0.212 2.722
C18 0.038 -1.585 -3.246
H19 0.328 -1.823 -2.222
H20 1.716 1.200 -1.549
H21 -0.071 0.223 -5.268
H22 -3.623 3.632 -5.857
Sb1 2.339 -0.631 2.187
C19 3.867 -0.395 -4.292
H23 3.358 -1.338 -4.469
C20 6.461 -0.028 5.337
C21 -1.738 3.113 -3.081
C22 4.106 3.109 0.451
S1 0.469 -1.287 0.529
C23 4.447 -0.149 3.372
C24 4.327 -4.190 0.481
C25 -1.053 4.321 -3.056
C26 3.602 1.707 -3.108
C27 3.569 -3.290 1.223
H24 -0.162 -2.506 -3.799
C28 -2.882 0.968 0.923
C29 -3.625 2.111 0.278
H25 4.262 1.958 3.774
H26 -0.744 6.219 -4.024
C30 -4.093 -0.933 -0.376
C31 -2.742 -2.603 2.031
N2 2.965 0.533 -3.648
C32 -2.771 -1.117 1.853
H27 4.437 -0.418 -0.310
C33 1.729 0.132 -3.150
F2 7.444 0.032 6.294
N3 1.130 -0.887 -3.916
H28 2.859 2.420 -2.758
H29 -0.876 -0.982 -3.210
H30 4.226 0.010 -5.246
H31 -3.048 3.039 0.290
H32 4.828 1.266 1.261
H33 5.812 -2.003 -1.627
F3 5.881 -4.562 -1.263
C34 0.779 -0.476 -5.266
C35 -1.363 -0.627 3.948
H34 4.299 -5.255 0.672
H35 4.966 -2.237 3.310
C36 -2.207 5.010 -5.024
H36 5.085 3.519 0.238
H37 4.740 -0.588 -3.659
H38 -2.031 -1.004 4.734
C37 1.580 2.111 0.986
H39 -4.574 2.313 0.796
H40 -5.170 -0.810 -0.190
H41 1.626 0.007 -5.753
O2 -0.791 2.402 -1.024
H42 -3.868 -0.420 -1.314
C38 -1.470 2.072 -2.028
C39 -3.256 -0.404 0.756
C40 3.599 -1.920 0.976
H43 -2.402 2.719 3.563
H44 -0.340 4.493 -2.260

Summary:
* charge: -2
* lowest unoccupied orbital energy: 3.323 eV
* energy above the lowest of the compared OMol25 structures with the same formula, charge and spin: 40.1 kJ/mol
* frontier orbital gap: 4.318 eV

Now the Löwdin charges, all in e: number 1, H, carries 0.0820; number 2, C, carries -0.0529; number 3, C, carries -0.0549; number 4, H, carries 0.0826; number 5, H, carries 0.0453; number 6, C, carries -0.3765; number 7, C, carries -0.0645; number 8, C, carries -0.2740; number 9, H, carries 0.0597; number 10, Mg, carries 0.4349; number 11, C, carries -0.2978; number 12, C, carries -0.1053; number 13, H, carries 0.0623; number 14, C, carries -0.0192; number 15, Br, carries 0.6720; number 16, N, carries 0.1853; number 17, H, carries 0.0991; number 18, C, carries -0.1543; number 19, C, carries -0.0072; number 20, C, carries -0.0319; number 21, H, carries 0.0613; number 22, H, carries 0.0602; number 23, C, carries -0.1519; number 24, H, carries 0.0456; number 25, H, carries 0.0946; number 26, C, carries -0.1308; number 27, H, carries 0.0610; number 28, C, carries -0.1257; number 29, C, carries -0.1547; number 30, H, carries 0.0783; number 31, H, carries 0.1210; number 32, O, carries -0.0507; number 33, C, carries -0.2948; number 34, H, carries 0.0533; number 35, F, carries 0.0136; number 36, H, carries 0.0565; number 37, H, carries 0.0985; number 38, H, carries 0.1073; number 39, H, carries 0.0529; number 40, C, carries -0.2719; number 41, C, carries -0.0811; number 42, H, carries 0.0263; number 43, H, carries 0.0457; number 44, H, carries 0.0879; number 45, H, carries 0.0932; number 46, Sb, carries 1.1744; number 47, C, carries -0.0784; number 48, H, carries 0.0835; number 49, C, carries -0.3158; number 50, C, carries -0.1064; number 51, C, carries -0.0366; number 52, S, carries -0.0082; number 53, C, carries -0.3137; number 54, C, carries -0.0333; number 55, C, carries 0.0007; number 56, C, carries -0.0676; number 57, C, carries -0.1539; number 58, H, carries 0.0795; number 59, C, carries -0.3383; number 60, C, carries -0.0670; number 61, H, carries 0.0840; number 62, H, carries 0.0956; number 63, C, carries -0.0615; number 64, C, carries -0.0742; number 65, N, carries -0.1671; number 66, C, carries -0.2802; number 67, H, carries 0.0770; number 68, C, carries -0.4270; number 69, F, carries -0.0085; number 70, N, carries -0.1818; number 71, H, carries 0.0835; number 72, H, carries 0.0696; number 73, H, carries 0.0773; number 74, H, carries 0.0624; number 75, H, carries 0.0868; number 76, H, carries 0.0994; number 77, F, carries 0.0074; number 78, C, carries -0.0804; number 79, C, carries -0.0722; number 80, H, carries 0.1055; number 81, H, carries 0.0717; number 82, C, carries -0.6938; number 83, H, carries 0.1079; number 84, H, carries 0.0733; number 85, H, carries 0.0629; number 86, C, carries -0.1553; number 87, H, carries 0.0742; number 88, H, carries 0.0667; number 89, H, carries 0.0709; number 90, O, carries -0.0606; number 91, H, carries 0.0526; number 92, C, carries -0.6351; number 93, C, carries -0.2875; number 94, C, carries -0.4273; number 95, H, carries 0.0674; number 96, H, carries 0.1173